{
  "formula": "C36H38N8O5S4Ti",
  "method": "ωB97M-V with the def2-TZVPD basis set",
  "elements": ["Ti", "C", "O", "C", "C", "C", "C", "C", "C", "N", "C", "N", "C", "C", "C", "C", "C", "C", "O", "C", "N", "C", "C", "C", "C", "C", "C", "O", "C", "H", "H", "H", "H", "H", "H", "H", "H", "H", "H", "H", "H", "H", "H", "H", "H", "H", "H", "H", "H", "H", "H", "C", "C", "O", "N", "C", "C", "C", "C", "C", "C", "N", "H", "H", "H", "H", "H", "H", "H", "H", "H", "H", "S", "C", "S", "C", "C", "N", "C", "N", "C", "S", "C", "H", "H", "H", "H", "H", "H", "O", "S", "N"],
  "xyz": [[-0.71, 0.83, -1.43], [2.40, -3.92, 4.26], [1.80, -2.74, 3.75], [2.45, -1.56, 3.95], [3.53, -1.39, 4.79], [4.13, -0.14, 4.90], [3.66, 0.92, 4.16], [2.56, 0.75, 3.31], [1.94, -0.48, 3.21], [0.85, -0.80, 2.38], [0.22, 0.02, 1.48], [-0.07, 1.23, 1.97], [-0.79, 2.29, 1.38], [-1.17, 2.33, 0.06], [-1.91, 3.47, -0.32], [-2.21, 4.49, 0.55], [-1.79, 4.43, 1.88], [-1.08, 3.33, 2.29], [-0.59, 3.14, 3.55], [-0.84, 4.16, 4.51], [-0.15, -0.41, 0.28], [0.35, -1.75, 0.02], [-0.48, -2.85, 0.16], [-0.01, -4.14, -0.08], [1.31, -4.32, -0.44], [2.18, -3.23, -0.54], [1.71, -1.95, -0.29], [2.47, -0.84, -0.29], [3.84, -0.98, -0.64], [1.81, -4.75, 3.88], [2.37, -3.93, 5.35], [3.43, -4.01, 3.92], [3.92, -2.23, 5.36], [4.98, -0.01, 5.56], [4.14, 1.89, 4.21], [2.25, 1.58, 2.69], [0.80, -1.78, 2.17], [0.12, 1.35, 2.95], [-2.24, 3.56, -1.35], [-2.77, 5.35, 0.20], [-2.00, 5.25, 2.56], [-0.39, 3.83, 5.44], [-1.91, 4.31, 4.65], [-0.39, 5.11, 4.20], [-1.51, -2.68, 0.45], [-0.68, -4.98, 0.02], [1.69, -5.31, -0.65], [3.21, -3.39, -0.83], [4.27, 0.01, -0.53], [3.94, -1.31, -1.68], [4.35, -1.67, 0.03], [-4.61, 1.80, -2.72], [-3.98, 0.83, -1.76], [-2.80, 0.96, -1.43], [-4.74, -0.16, -1.28], [-4.21, -1.27, -0.48], [-3.64, -2.36, -1.35], [-4.34, -3.53, -1.60], [-3.79, -4.47, -2.46], [-2.56, -4.19, -3.04], [-1.93, -3.00, -2.72], [-2.45, -2.10, -1.89], [-4.36, 2.81, -2.41], [-5.69, 1.69, -2.78], [-4.17, 1.63, -3.70], [-5.66, -0.27, -1.67], [-5.03, -1.65, 0.13], [-3.44, -0.86, 0.17], [-5.30, -3.70, -1.13], [-4.31, -5.39, -2.68], [-2.09, -4.89, -3.72], [-0.96, -2.76, -3.14], [-1.47, 0.35, -3.85], [0.09, -0.32, -4.10], [1.09, -0.31, -2.69], [0.51, -0.87, -5.29], [1.80, -1.47, -5.40], [2.85, -1.95, -5.48], [-0.37, -0.91, -6.42], [-1.08, -0.94, -7.32], [1.89, 4.22, 0.18], [2.49, 2.53, 0.04], [3.29, 2.64, -1.57], [2.71, 4.93, 0.19], [1.34, 4.29, 1.12], [1.21, 4.44, -0.65], [2.66, 3.22, -2.24], [3.39, 1.64, -1.97], [4.27, 3.11, -1.48], [0.60, 4.51, -3.35], [-0.25, 3.34, -3.29], [0.04, 2.36, -2.20]],
  "total_charge": 0,
  "relative_energy_kj_mol": 0.0,
  "mol_weight_g_mol": 838.89,
  "largest_force_ev_per_a": 1.40,
  "orbital_gap_ev": 6.827
}